w | A structure of composition C2H6N2O2, computed with ωB97M-V/def2-TZVPD.

Results
net charge	0

Geometry as XYZ:
```
12
C2H6N2O2, DFT ωB97M-V/def2-TZVPD
C 0.10 -0.93 0.51
C -0.74 0.14 -0.02
H 1.66 -0.70 -0.35
H 0.65 -0.53 1.44
H -0.55 -1.82 0.93
H -2.57 0.57 -0.33
H -0.40 1.98 -0.70
H 1.44 1.90 0.73
N -2.07 -0.21 -0.05
N -0.05 1.28 -0.10
O 0.95 -1.35 -0.52
O 1.35 0.83 0.07
```

---

x | A cluster of 2 separate species, C2H6N2O2 in total, computed with ωB97M-V/def2-TZVPD.

Results
SMILES	C=NN=O.CO
net charge	0

Geometry as XYZ:
```
12
C2H6N2O2, DFT ωB97M-V/def2-TZVPD
C 1.58 -2.03 -0.01
N 2.05 -0.91 -0.28
N 1.81 0.19 -0.68
O 1.94 1.33 -0.16
H 0.50 -2.13 0.13
H 2.09 -2.94 -0.22
C -1.82 1.45 0.24
O -1.12 0.26 -0.13
H -1.82 1.52 1.29
H -2.67 1.68 -0.36
H -0.96 2.10 -0.04
H -1.56 -0.51 0.22
```

---

Energy relative to the most stable one, in hartree: w 0.0211; x 0.0000